DFT (the ωB97M-V functional and the def2-TZVPD basis) results for a structure of composition H28KrO14 at a distorted geometry.

The geometry in ORCA input format:
```
! wB97M-V def2-TZVPD RIJCOSX def2/J DEFGRID3
* xyz 0 1
Kr 0.45042 0.20717 -0.34745
O -1.60493 -3.15590 0.89630
H -1.78838 -2.22565 1.02751
H -2.28413 -3.60744 1.39733
O -0.70404 3.51991 0.95528
H 0.05849 3.99147 1.29056
H -0.45573 3.26259 0.06738
O 0.73821 -3.15114 2.46231
H 0.29953 -3.56846 3.20370
H 0.05296 -3.05544 1.80087
O 3.42060 1.28499 -1.37585
H 3.86074 1.27809 -0.52587
H 4.12989 1.20849 -2.01403
O -0.73096 1.14939 2.83007
H -0.60177 1.96159 2.34029
H -0.90963 1.43522 3.72595
O 3.92831 1.05850 1.57931
H 4.49137 0.31697 1.35719
H 3.03924 0.70672 1.53418
O 1.68329 -0.54365 2.91581
H 0.85933 -0.05890 2.86759
H 1.44886 -1.43996 2.67515
O -2.64816 -0.51658 1.92851
H -2.99628 -0.17781 1.10372
H -1.94552 0.09084 2.15995
O 1.30919 2.41460 -2.74759
H 1.93995 1.91686 -2.22734
H 0.45439 2.13820 -2.41720
O -2.25416 -2.00465 -2.33499
H -2.06239 -2.56237 -1.58107
H -2.47623 -1.15484 -1.95455
O -3.10171 0.13958 -0.78170
H -4.04926 0.17287 -0.91316
H -2.79625 1.01651 -1.01387
O 0.37695 -1.49453 -3.41918
H -0.55173 -1.66801 -3.26522
H 0.39447 -0.63176 -3.83334
O 2.53668 -2.11939 -1.12315
H 2.17682 -1.50918 -1.76687
H 1.89638 -2.82970 -1.08168
O -1.58812 2.62707 -1.54114
H -1.57956 2.50653 -2.49068
H -2.41714 3.07119 -1.36307
*
```

Its HOMO energy is -10.483 eV.